Entry 1:
Density functional theory data (ωB97M-V with the def2-TZVPD basis set) for a structure of composition C46H102BClI2N3O17.

Summary:
Strongest force on any atom in eV/A: 4.0
Kohn-Sham gap in eV: 7.57

The geometry in ORCA input format:
```
! RIJCOSX wB97M-V def2-TZVPD def2/J DEFGRID3
* xyz 1 1
C -2.20075 -3.18924 7.51818
C -3.04876 -2.42856 6.46748
O -4.00957 -3.23278 5.79857
C -3.44615 -4.06989 4.77865
C -4.14978 -3.77181 3.43826
C -4.78145 -5.08114 2.94180
O -3.75880 -6.03702 2.81933
C -2.73227 -5.67034 1.89445
B -3.18948 -6.22552 0.43880
N -4.59987 -6.62878 0.19769
O -2.29205 -6.38506 -0.62967
C -1.53189 -6.59144 2.25792
I -2.01980 -8.65467 1.71212
C -1.17580 -6.58592 3.76787
C -1.91686 -7.57369 4.68381
I 0.93368 -7.17636 3.84930
C -2.23392 -4.20517 1.97620
C -1.26652 -3.76649 0.86187
C 0.11861 -3.32016 1.44392
C 1.18789 -3.52198 0.32228
C 2.00707 -2.21599 0.21472
N 3.08510 -2.29914 -0.76256
C 2.50215 -2.18570 -2.12412
C 4.05753 -1.23721 -0.51153
C 5.42238 -1.69014 0.05722
O 3.77811 -0.13184 -0.72883
N -3.29006 -3.16590 2.34515
C -2.64919 -1.95839 2.98780
C -2.12236 -0.83723 2.07927
O -1.88061 0.17783 2.58221
C -4.13500 -2.82662 1.16225
C -5.42649 -2.04220 1.37874
C -6.15708 -2.01131 0.00559
Cl -5.27068 -0.35499 1.93122
H -2.17081 -4.26739 7.36942
H -1.18449 -2.78910 7.47374
H -2.55552 -2.92469 8.51131
H -3.61804 -1.66883 7.00239
H -2.38000 -1.87682 5.79578
H -3.63077 -5.08989 5.11444
H -2.36400 -3.92088 4.81783
H -4.96556 -3.11062 3.73018
H -5.41400 -4.98734 2.05319
H -5.43315 -5.42206 3.74722
H -4.60047 -7.52744 -0.28176
H -4.94255 -5.96019 -0.49967
H -2.44954 -5.69207 -1.28967
H -0.68264 -6.36693 1.62165
H -1.18340 -5.59889 4.22075
H -1.86117 -7.15904 5.69846
H -1.42267 -8.53554 4.75281
H -2.97524 -7.68270 4.45596
H -1.57437 -4.19417 2.84569
H -1.60065 -2.90928 0.27315
H -1.00984 -4.55716 0.16105
H 0.14058 -2.25160 1.66986
H 0.40957 -3.96498 2.27597
H 1.87390 -4.32892 0.57760
H 0.72147 -3.64737 -0.65432
H 1.28177 -1.42650 -0.06841
H 2.37954 -1.93304 1.20505
H 3.33332 -2.00667 -2.80606
H 1.76032 -1.38337 -2.21301
H 2.07417 -3.15611 -2.37326
H 5.44059 -2.77853 0.04000
H 6.19337 -1.25599 -0.57447
H 5.45925 -1.36444 1.09706
H -1.82766 -2.21784 3.65200
H -3.41635 -1.50395 3.61303
H -1.98437 -0.90897 0.98222
H -4.46702 -3.72647 0.64826
H -3.58000 -2.29078 0.39349
H -6.13248 -2.54232 2.03690
H -7.19895 -1.75419 0.18432
H -6.08588 -2.96931 -0.50795
H -5.75150 -1.19438 -0.59046
C -5.73936 1.36646 -1.70312
O -6.99390 0.74567 -1.92418
C -8.05834 1.38382 -1.22480
C -8.85730 2.29911 -2.13034
O -8.07948 3.39548 -2.58249
C -7.58189 3.22248 -3.89968
H -5.04685 1.00895 -2.46586
H -5.80184 2.45387 -1.77420
H -5.35377 1.08726 -0.71576
H -7.67548 1.93595 -0.36077
H -8.71830 0.59281 -0.85390
H -9.69383 2.71192 -1.55857
H -9.27155 1.74281 -2.97683
H -8.37800 3.40304 -4.62896
H -7.17081 2.22228 -4.05461
H -6.79078 3.95356 -4.06041
C 2.87014 1.11265 -4.19330
O 1.62632 0.48119 -4.46312
C 0.53992 1.12886 -3.82006
C -0.21674 2.03296 -4.77377
O 0.58433 3.12107 -5.20543
C 1.14623 2.92994 -6.49568
H 3.59890 0.75106 -4.91793
H 2.80181 2.19877 -4.28270
H 3.21328 0.85069 -3.18647
H 0.88619 1.69477 -2.94844
H -0.13796 0.34304 -3.46475
H -1.07780 2.45766 -4.24630
H -0.59421 1.46465 -5.63001
H 0.38620 3.10130 -7.26538
H 1.56279 1.92773 -6.61580
H 1.94666 3.65786 -6.62739
C 3.52090 8.23128 -6.00568
O 3.37196 7.65416 -4.71907
C 2.52073 6.51605 -4.71475
C 3.31020 5.22374 -4.70296
O 4.05386 5.04756 -5.90290
C 5.42077 5.39443 -5.76545
H 4.37880 8.90191 -5.97539
H 3.69734 7.47412 -6.77308
H 2.62899 8.81123 -6.26488
H 1.83578 6.54185 -5.56814
H 1.92159 6.56733 -3.80022
H 2.60731 4.38663 -4.63505
H 3.96920 5.17961 -3.82998
H 5.95960 4.59997 -5.23688
H 5.55172 6.33712 -5.22985
H 5.84564 5.49862 -6.76321
C 4.33817 5.97349 0.41933
O 3.06660 6.08291 1.04129
C 2.03556 6.43402 0.12823
C 1.22258 5.22552 -0.28895
O 2.00025 4.30061 -1.03620
C 2.45292 3.20406 -0.26274
H 5.00146 5.44477 1.10313
H 4.28598 5.41459 -0.51779
H 4.75067 6.96886 0.22664
H 2.45141 6.94217 -0.74739
H 1.37465 7.13884 0.64373
H 0.40813 5.55991 -0.93956
H 0.77629 4.73784 0.58386
H 1.63136 2.49194 -0.11726
H 2.84015 3.51203 0.71121
H 3.25132 2.70516 -0.81058
C 2.56320 9.93468 5.45456
O 2.23454 8.87157 6.33366
C 0.84794 8.56747 6.34453
C 0.53230 7.35580 5.48998
O 0.78497 7.59946 4.11507
C 2.02566 7.06650 3.67153
H 3.64106 9.91915 5.29797
H 2.06883 9.82916 4.48622
H 2.28566 10.89442 5.90263
H 0.25961 9.43132 6.01980
H 0.57650 8.34620 7.38172
H -0.53497 7.12936 5.58503
H 1.09357 6.48190 5.83649
H 1.93894 5.98451 3.53091
H 2.83542 7.27685 4.37429
H 2.27035 7.51997 2.71701
C 5.80345 -4.49400 -2.75930
O 5.58407 -5.12036 -1.50667
C 4.69812 -6.22675 -1.58663
C 5.44399 -7.54622 -1.59849
O 6.22961 -7.69367 -2.76990
C 7.60182 -7.40046 -2.56215
H 6.67875 -3.84990 -2.67705
H 5.98307 -5.21874 -3.55580
H 4.94290 -3.86507 -3.01408
H 4.05208 -6.14135 -2.46646
H 4.06092 -6.19150 -0.69616
H 4.71305 -8.36123 -1.59733
H 6.06306 -7.64930 -0.70173
H 8.09135 -8.23545 -2.05016
H 7.74181 -6.48748 -1.97928
H 8.06989 -7.26732 -3.53644
*
```


Entry 2:
Density functional theory data (ωB97M-V with the def2-TZVPD basis set) for a cluster of 11 separate species, C46H102BN2O18 in total.

Summary:
Strongest force on any atom in eV/A: 4.4
Kohn-Sham gap (spin up / spin down) in eV: 7.06 / 3.14

The geometry in ORCA input format:
```
! RIJCOSX wB97M-V def2-TZVPD def2/J DEFGRID3
* xyz 0 2
O 1.25604 2.91448 0.44471
C 0.46219 1.95665 0.41451
O -0.43015 1.69746 -0.55477
B -1.36588 0.67810 -0.07505
O -0.96995 0.31958 1.29782
C 0.11403 0.99966 1.64665
O 0.69467 0.87842 2.74171
O -1.39887 -0.50134 -0.94565
C -2.61814 -0.76402 -1.38484
O -3.02202 -1.75902 -1.96140
C -3.48665 0.46169 -0.93357
O -2.77197 1.17691 -0.07658
O -4.72946 0.52703 -1.11774
C -6.73812 2.13408 -5.04041
C -5.57584 1.14659 -4.76126
C -5.92647 -0.23619 -4.30978
O -5.01078 0.94889 -5.98656
H -6.26621 3.03160 -5.44022
H -7.30909 2.21349 -4.11533
H -7.42665 1.82038 -5.82504
H -4.95692 1.53771 -3.95375
H -6.58051 -0.84595 -4.93309
H -6.33577 -0.22317 -3.29962
H -5.06381 -0.90226 -4.29327
H -4.32629 0.27610 -5.96609
C -0.23821 -4.06768 -4.98094
C -1.61876 -4.26047 -4.44899
C -1.53508 -4.70481 -2.98414
O -2.20612 -2.93667 -4.45199
H 0.37726 -4.90690 -5.30499
H 0.40998 -3.44434 -4.36498
H -0.24604 -3.48573 -5.90256
H -2.16556 -4.92097 -5.12194
H -2.41221 -4.74626 -2.33836
H -0.85466 -4.00303 -2.50180
H -1.08598 -5.69796 -2.99020
H -2.57364 -2.73711 -3.58787
C 2.34309 3.96689 3.47657
C 1.16552 4.91933 3.23898
C 1.05840 5.89631 4.34358
O 1.40438 5.57971 2.03303
H 3.31037 4.46926 3.46630
H 2.42315 3.31483 2.60680
H 2.16141 3.38980 4.38325
H 0.30133 4.26253 3.13939
H 1.97622 6.48321 4.30828
H 1.09774 5.36640 5.29529
H 0.10971 6.42447 4.24792
H 0.60418 5.58428 1.50269
C 3.49385 5.09548 -2.91092
C 2.62231 5.41279 -1.70872
C 1.19497 4.97416 -1.89201
O 3.06737 4.83793 -0.52306
H 4.48742 5.48017 -2.68079
H 3.20881 5.60917 -3.82905
H 3.57727 4.02651 -3.10701
H 2.64114 6.48756 -1.52815
H 1.09497 3.94280 -2.23022
H 0.75403 5.60031 -2.66764
H 0.64920 5.04662 -0.95126
H 2.38192 4.93702 0.14173
C -3.81998 -2.01138 2.61700
C -3.58116 -3.25044 1.77949
C -2.15725 -3.77809 1.95055
O -4.50901 -4.22115 2.21507
H -4.83917 -1.65431 2.46922
H -3.23794 -1.17331 2.23363
H -3.51260 -2.12283 3.65680
H -3.76930 -3.02802 0.72915
H -1.52585 -2.93601 1.66711
H -1.95143 -4.60171 1.26688
H -1.99984 -4.04845 2.99469
H -4.31028 -4.99057 1.67648
C -7.53794 -2.11925 1.09726
C -7.74267 -0.67680 0.45252
C -9.17312 -0.05529 0.68677
O -6.80386 0.14805 1.03712
H -8.38049 -2.76685 0.85475
H -7.50559 -2.15519 2.18619
H -6.60196 -2.56788 0.76444
H -7.57487 -0.82831 -0.61377
H -9.90230 -0.67055 0.15965
H -9.19525 0.92879 0.21858
H -9.43879 0.03925 1.73966
H -5.90770 0.09319 0.69725
C 4.25755 0.86496 2.90220
C 4.94217 1.20628 1.54186
C 4.63963 0.20229 0.51066
O 4.36787 2.43192 1.16510
H 3.24081 0.52339 2.70809
H 4.38178 1.75761 3.51528
H 4.84690 0.05220 3.32669
H 6.01519 1.30691 1.70499
H 5.00989 -0.79305 0.75623
H 5.15659 0.38265 -0.43185
H 3.55299 0.12603 0.47217
H 3.44089 2.28868 0.96066
C -2.66888 4.36183 1.56853
C -1.83029 5.04350 0.43695
C -2.65045 5.47280 -0.75420
O -1.18312 6.22366 0.98091
H -2.96814 5.16672 2.23987
H -1.97021 3.86674 2.24295
H -3.51955 3.75925 1.25017
H -1.00615 4.36015 0.23224
H -3.13497 4.58833 -1.16779
H -2.03420 5.85991 -1.56568
H -3.49003 6.13872 -0.55486
H -1.94925 6.74700 1.22738
C 3.15293 -2.81149 1.92160
C 2.76075 -3.35018 3.24617
C 4.12235 -3.87704 3.86758
C 4.02081 -4.01442 5.38381
C 3.53206 -2.65822 5.99524
C 2.15226 -2.17818 5.47447
N 2.17862 -2.18148 4.02768
O 0.96439 -1.69629 3.50665
C 0.98733 -2.92428 6.09943
C 2.24475 -0.67776 5.92212
C 1.76009 -4.58682 3.12912
H 3.82439 -1.96223 2.04812
H 3.65602 -3.45850 1.20301
H 2.33756 -2.30886 1.40137
H 4.35580 -4.89198 3.54584
H 4.90523 -3.17649 3.57702
H 3.41947 -4.85431 5.73176
H 5.02473 -4.18621 5.77204
H 4.35662 -1.95910 5.85589
H 3.47982 -2.67517 7.08386
H 0.00297 -2.60658 5.75565
H 0.98457 -2.63273 7.14972
H 1.12858 -3.99842 5.97951
H 3.10184 -0.21321 5.43457
H 2.31693 -0.52422 6.99884
H 1.29286 -0.20535 5.67958
H 2.19268 -5.42463 2.58227
H 1.65540 -4.88752 4.17157
H 0.80767 -4.33077 2.66495
H 1.09734 -0.76238 3.32847
C 4.98408 -1.77702 -3.90758
C 3.51420 -1.98100 -4.08945
C 2.97946 -2.78175 -2.86064
C 2.77645 -1.81499 -1.64464
C 1.81135 -0.62705 -2.05479
C 2.30734 0.19928 -3.24988
N 2.81603 -0.71662 -4.32371
O 3.25361 -0.12666 -5.44555
C 1.13355 1.08472 -3.69725
C 3.34890 1.20295 -2.75624
C 3.33663 -2.87639 -5.38819
H 5.26609 -1.10865 -3.09405
H 5.36409 -1.34987 -4.83560
H 5.61779 -2.60844 -3.59895
H 2.03604 -3.27489 -3.09489
H 3.75995 -3.48996 -2.58248
H 3.71677 -1.42454 -1.25551
H 2.30090 -2.39378 -0.85283
H 1.62302 -0.04500 -1.15265
H 0.84501 -1.00052 -2.39361
H 1.35556 1.54035 -4.66224
H 0.20443 0.53029 -3.82923
H 0.89130 1.90879 -3.02619
H 3.15567 1.65133 -1.78171
H 4.31661 0.70217 -2.72690
H 3.36896 1.97224 -3.52818
H 3.72315 -3.88515 -5.24288
H 3.88325 -2.47225 -6.24022
H 2.30149 -2.99863 -5.70702
H 2.52574 -0.19799 -6.06743
*
```


- Which of these has the lowest strongest force on any atom?
  C46H102BClI2N3O17


- strongest force on any atom of number 1 (C46H102BClI2N3O17)?
  4.0 eV/A


- strongest force on any atom of number 2 (C46H102BN2O18)?
  4.4 eV/A


- What is the strongest force on any atom in the first record?
  4.0 eV/A